{
  "formula": "C6H10NO3",
  "method": "ωB97M-V/def2-TZVPD",
  "de_lowest_ev": 1.8119,
  "homo_energy_ev": -14.39,
  "total_charge": 1,
  "smiles": "C1CO[C@@]2([NH2+]1)OC[C@@H]1O[C@@H]12",
  "symbols": ["C", "C", "O", "C", "N", "O", "C", "C", "O", "C", "H", "H", "H", "H", "H", "H", "H", "H", "H", "H"],
  "positions_angstrom": [[0.0209, -2.0636, -0.1855], [-1.3994, -1.4880, 0.0257], [-1.1182, -0.4152, 0.9358], [-0.1216, 0.2817, 0.3302], [0.9450, -0.8946, 0.1698], [-0.4550, 0.7916, -0.8431], [-0.0408, 2.1924, -1.0154], [0.4982, 2.6068, 0.3178], [1.6683, 1.8359, 0.7793], [0.4507, 1.5200, 1.3159], [0.2295, -2.7266, 0.5323], [0.1264, -2.5939, -1.2141], [-1.7518, -1.2893, -0.9538], [-1.9610, -2.1138, 0.5764], [1.4726, -0.9306, 1.0503], [1.6635, -0.8533, -0.5811], [-0.8662, 2.8775, -1.1175], [0.6870, 2.3348, -1.9414], [0.6086, 3.6330, 0.7328], [0.2608, 1.4757, 2.3576]],
  "forces_ev_per_angstrom": [[-0.5, 0.8, -2.4], [3.2, 0.7, -0.3], [-0.5, 0.3, -1.2], [1.0, 2.1, 3.8], [0.2, 0.1, -2.0], [0.3, 1.2, -1.8], [1.6, 0.5, -0.6], [1.8, 0.2, 1.9], [0.9, 0.6, -0.5], [-1.5, -2.6, -3.6], [0.6, -2.9, 2.5], [0.5, 1.6, 1.7], [-1.1, 1.1, -0.5], [-2.2, -2.4, 1.4], [-0.5, -0.6, -0.2], [-0.6, 0.8, 0.5], [-0.9, -0.4, -0.7], [-1.4, -0.6, 2.1], [-0.6, -0.7, -1.0], [-0.2, 0.2, 0.8]]
}

{
  "formula": "N2",
  "method": "ωB97M-V/def2-TZVPD",
  "de_lowest_ev": 9.8007,
  "homo_energy_ev": -11.93,
  "total_charge": 0,
  "smiles": "N#N",
  "symbols": ["N", "N"],
  "positions_angstrom": [[0.0000, 0.0000, 0.8709], [0.0000, 0.0000, -0.8709]],
  "forces_ev_per_angstrom": [[0.0, 0.0, -15.0], [0.0, 0.0, 15.0]]
}

{
  "formula": "C17H34OP2Ru",
  "method": "ωB97M-V/def2-TZVPD",
  "de_lowest_ev": 10.2196,
  "multiplicity": 5,
  "homo_energy_ev": [-13.99, -15.02],
  "total_charge": 2,
  "s2": 6.030,
  "symbols": ["P", "P", "C", "C", "H", "H", "H", "H", "C", "H", "H", "H", "C", "H", "H", "H", "C", "H", "H", "H", "C", "H", "H", "H", "Ru", "C", "C", "C", "C", "C", "C", "C", "C", "C", "H", "H", "H", "H", "H", "H", "H", "H", "H", "H", "H", "H", "H", "H", "H", "C", "C", "O", "H", "H", "H"],
  "positions_angstrom": [[-0.9542, -1.8727, -0.6660], [-0.1882, 2.0628, -1.2301], [-1.1903, -0.5189, -1.9993], [0.0447, 0.4281, -2.1167], [-2.0881, -0.0680, -1.5540], [-1.4209, -0.9563, -2.9701], [1.0045, -0.0233, -1.7330], [0.1730, 0.7644, -3.1493], [-1.9674, 2.3368, -1.4856], [-2.3910, 3.0508, -0.7582], [-2.5757, 1.3992, -1.4397], [-2.0357, 2.7305, -2.5278], [0.7261, 3.0670, -2.4790], [0.1471, 2.9667, -3.4151], [1.7444, 2.6954, -2.6488], [0.7758, 4.1256, -2.2114], [-2.2218, -3.1563, -0.8746], [-2.0338, -3.8417, -0.0182], [-2.1139, -3.6680, -1.8402], [-3.1456, -2.5847, -0.7240], [0.2843, -2.6429, -2.1194], [1.0938, -1.9644, -2.4405], [-0.3394, -2.8567, -3.0140], [0.7768, -3.5769, -1.8248], [-2.3379, -0.4277, 1.1214], [2.5505, 2.2973, 0.0959], [1.1131, 2.1559, 0.2177], [0.4551, 0.6312, 0.6315], [1.0077, -0.6661, 1.2470], [2.0657, -1.6164, 0.4389], [3.0548, -1.2365, -0.4563], [3.6141, 0.1850, -0.4535], [3.3422, 1.1080, 0.7238], [-2.3096, -1.7196, 2.8343], [3.0695, 3.2762, -0.1301], [0.6788, 2.9103, 0.9441], [-0.3524, 0.3150, -0.1363], [-0.3907, 1.0832, 1.1590], [1.4398, -0.5453, 2.2702], [0.0104, -1.1822, 1.4919], [1.6132, -2.6792, 0.4794], [3.8128, -1.9899, -0.9488], [3.4881, 0.6603, -1.4409], [4.6677, -0.0821, -0.3912], [3.0444, 0.5836, 1.6783], [4.3161, 1.5008, 1.0121], [-1.3311, -1.4381, 3.3280], [-2.3753, -2.8286, 2.8665], [-3.1618, -1.3688, 3.4861], [-2.5134, 0.3181, 4.1061], [-1.8198, 0.5113, 2.7965], [-0.8227, 1.2835, 3.0433], [-3.4159, -0.2388, 4.0553], [-2.8434, 1.3185, 4.3259], [-1.7745, -0.0153, 4.8437]],
  "forces_ev_per_angstrom": [[1.6, -1.1, -4.4], [3.6, 0.4, -3.3], [-0.3, -0.6, 1.2], [-0.3, 0.4, 0.4], [0.2, 0.2, -1.1], [-0.2, 0.0, 0.2], [-1.0, 0.4, -0.5], [0.0, -0.5, 0.0], [-0.8, 0.7, 0.7], [0.1, -0.1, -0.5], [0.7, 1.2, 0.1], [0.0, -0.2, 0.8], [-1.3, 0.4, -0.4], [0.4, 0.3, 0.2], [-0.3, -0.1, 0.3], [0.0, -0.1, 0.0], [0.3, 0.4, 0.5], [-0.5, 0.3, -0.6], [-0.5, 0.2, 0.4], [-0.5, -0.8, -0.2], [0.6, -0.5, 0.9], [-0.6, -0.1, 0.6], [-0.1, 0.2, 0.9], [-0.3, 0.2, 0.2], [0.6, -1.6, 0.8], [0.6, -0.4, 1.1], [-3.4, -2.0, 1.2], [-1.3, 1.4, -0.2], [0.8, -0.4, 0.9], [-1.9, -0.1, -1.6], [-0.5, -1.0, 2.3], [0.8, -2.0, -0.5], [0.4, 1.4, -0.4], [0.3, -1.6, 0.6], [-0.8, -1.3, 0.3], [0.4, -0.8, -0.6], [2.3, -0.2, 0.4], [1.0, -0.2, 1.7], [-0.3, 0.4, -0.7], [2.0, 0.0, -0.4], [1.6, 1.5, 0.0], [-2.2, 1.2, 0.8], [0.0, 0.0, 0.3], [0.4, 0.5, -0.3], [-0.5, 0.8, -1.3], [0.0, 0.3, -0.1], [-1.2, -0.8, -0.4], [0.2, 0.5, -1.3], [1.4, -1.6, -1.7], [-1.2, 2.1, 0.8], [4.2, 4.4, 3.6], [-3.4, -2.9, -2.7], [-0.6, 0.5, 0.9], [0.2, 0.7, 0.6], [-0.6, 0.0, -0.1]]
}

{
  "formula": "C40H66N6O8",
  "method": "ωB97M-V/def2-TZVPD",
  "homo_energy_ev": -10.11,
  "total_charge": 0,
  "smiles": "O=C1CCCO1.O=C1CCCO1.O=C1CCCO1.O=C1CCCO1.CCCC#N.CCCC#N.CCCC#N.CCCC#N.CCCC#N.CCCC#N",
  "symbols": ["O", "C", "C", "C", "C", "O", "H", "H", "H", "H", "H", "H", "O", "C", "C", "C", "C", "O", "H", "H", "H", "H", "H", "H", "O", "C", "C", "C", "C", "O", "H", "H", "H", "H", "H", "H", "O", "C", "C", "C", "C", "O", "H", "H", "H", "H", "H", "H", "C", "C", "C", "C", "N", "H", "H", "H", "H", "H", "H", "H", "C", "C", "C", "C", "N", "H", "H", "H", "H", "H", "H", "H", "C", "C", "C", "C", "N", "H", "H", "H", "H", "H", "H", "H", "C", "C", "C", "C", "N", "H", "H", "H", "H", "H", "H", "H", "C", "C", "C", "C", "N", "H", "H", "H", "H", "H", "H", "H", "C", "C", "C", "C", "N", "H", "H", "H", "H", "H", "H", "H"],
  "positions_angstrom": [[-0.7220, 3.2517, 0.9165], [-0.0347, 4.2346, 0.6574], [0.3068, 5.3080, 1.6880], [0.6578, 6.5043, 0.7792], [1.0482, 5.8151, -0.5685], [0.3364, 4.5402, -0.5787], [-0.4204, 5.1627, 2.4494], [1.2011, 5.0344, 2.2595], [-0.2131, 7.2075, 0.6233], [1.5203, 7.0560, 1.2075], [0.8370, 6.4670, -1.3625], [2.1269, 5.6680, -0.5252], [-1.4313, -4.3029, 0.1547], [-2.4344, -3.6933, -0.0961], [-2.8553, -2.2484, 0.3222], [-4.4306, -2.3735, 0.2941], [-4.5705, -3.4000, -0.8898], [-3.4186, -4.2640, -0.8357], [-2.4454, -2.0266, 1.3165], [-2.5063, -1.5155, -0.4617], [-4.7971, -2.6937, 1.2250], [-4.9522, -1.4771, -0.0256], [-5.4327, -4.0154, -0.7409], [-4.5419, -2.8878, -1.8233], [-1.5496, 0.4677, -2.8193], [-0.4154, 0.6244, -2.3592], [-0.0391, 0.8488, -0.9454], [1.4744, 0.8640, -0.9217], [1.7977, 1.2171, -2.3783], [0.6714, 0.7587, -3.1465], [-0.5490, 1.7486, -0.6970], [-0.5110, 0.1069, -0.2328], [1.9559, 1.6483, -0.2999], [1.9330, -0.0679, -0.5778], [1.9516, 2.3021, -2.4296], [2.6041, 0.6430, -2.7430], [3.1219, -5.0991, 1.2718], [2.5499, -4.4575, 2.0934], [1.0965, -4.4535, 2.4907], [1.1085, -3.5955, 3.8148], [2.3377, -2.7413, 3.5332], [3.2658, -3.5276, 2.8396], [0.6687, -3.9220, 1.6811], [0.6756, -5.4702, 2.5708], [0.1821, -3.0750, 4.1372], [1.3446, -4.2750, 4.6969], [2.1312, -1.7912, 3.0090], [2.7853, -2.5054, 4.4933], [0.7717, -5.3839, -4.5912], [0.7447, -4.8799, -3.0713], [0.8434, -3.3223, -3.1209], [0.7853, -2.7551, -1.7332], [0.9386, -2.3708, -0.6693], [0.7854, -6.4709, -4.7252], [1.6364, -4.9964, -5.0972], [-0.1587, -4.9315, -4.9382], [1.5904, -5.2630, -2.6055], [-0.1385, -5.1959, -2.6135], [0.1099, -2.8886, -3.7998], [1.8276, -3.0209, -3.5620], [-1.7215, 0.1303, 3.7521], [-0.7599, 0.5910, 2.5853], [0.5582, 1.1840, 3.0749], [0.1627, 2.3881, 3.9349], [0.0804, 3.3151, 4.6196], [-2.4325, -0.5149, 3.2478], [-2.2902, 0.9437, 4.2203], [-1.1950, -0.4273, 4.5902], [-1.2655, 1.2937, 1.9392], [-0.5420, -0.3075, 1.9310], [1.1170, 1.5558, 2.2249], [1.1481, 0.5569, 3.7326], [-4.6302, 4.4336, -0.3363], [-4.8936, 2.8864, -0.7455], [-3.8709, 1.8440, -0.1542], [-4.0201, 1.5272, 1.2457], [-4.2733, 1.3862, 2.3586], [-3.6415, 4.8489, -0.7545], [-4.6580, 4.5538, 0.7337], [-5.4246, 5.0757, -0.8088], [-4.7282, 2.7729, -1.8073], [-5.9485, 2.6239, -0.5004], [-2.8022, 2.1759, -0.2586], [-3.9468, 0.9963, -0.8107], [3.4508, 5.2716, 4.5731], [4.3890, 4.0551, 4.3379], [3.9101, 3.1203, 3.2115], [3.6961, 3.9192, 1.9637], [3.4692, 4.6055, 1.0756], [3.9316, 5.9896, 5.1841], [2.4504, 5.0101, 4.9925], [3.2686, 5.7412, 3.6256], [4.5313, 3.6088, 5.3037], [5.3231, 4.4063, 4.0363], [3.0276, 2.6164, 3.5141], [4.7219, 2.3976, 3.0439], [4.0769, -3.2149, -1.9463], [4.1385, -2.6421, -0.5244], [5.3204, -1.6452, -0.4662], [5.1602, -0.6518, 0.5886], [4.7718, 0.1622, 1.3406], [5.1532, -3.3931, -2.2481], [3.6388, -2.5176, -2.6579], [3.4678, -4.1404, -1.9530], [4.3240, -3.4273, 0.1856], [3.1994, -2.1396, -0.2914], [5.2774, -1.1366, -1.4095], [6.3126, -2.1590, -0.3550], [-3.5942, -2.5101, -5.4756], [-2.8948, -1.4547, -4.6305], [-3.8472, -0.2647, -4.4876], [-4.7851, -0.4046, -3.4038], [-5.4281, -0.5487, -2.4643], [-3.0236, -3.4637, -5.5492], [-3.8653, -2.1468, -6.4787], [-4.4637, -2.7350, -4.9375], [-1.9626, -1.0623, -5.0551], [-2.6707, -1.8566, -3.6569], [-4.4197, 0.0149, -5.3757], [-3.2332, 0.6413, -4.1636]],
  "forces_ev_per_angstrom": [[1.1, 0.9, -0.7], [-1.4, -0.9, 1.6], [1.5, -1.0, -1.3], [-0.9, 0.7, 0.4], [0.7, 0.0, 2.6], [0.5, 0.8, -0.6], [-1.2, 1.1, 0.4], [0.1, -0.3, -0.5], [0.9, -0.7, 0.2], [-0.6, -0.2, -0.4], [-0.8, 0.2, -1.5], [-0.2, -0.5, -0.3], [-0.1, 0.4, 0.0], [-0.1, 0.4, 0.0], [-0.8, -0.5, -0.4], [1.9, 0.1, -2.6], [0.5, 0.3, 1.9], [0.1, 0.3, 0.4], [0.0, 0.1, -0.5], [-0.2, -0.7, 0.8], [-0.6, -0.7, 1.1], [0.1, 0.3, 0.2], [-0.6, -0.3, -0.4], [-0.3, 0.3, -0.7], [2.2, 0.0, 0.8], [-1.8, -0.1, -1.1], [-0.5, -1.8, 1.4], [0.9, 1.0, 0.5], [-0.6, -0.3, 1.0], [-0.6, 0.3, -0.3], [0.1, 1.2, 0.4], [0.6, 0.5, -1.1], [-0.7, -0.3, -0.1], [-0.4, 0.0, -0.3], [-0.2, -0.3, -0.6], [1.2, -0.2, -0.5], [-0.1, -0.5, -0.4], [0.9, 0.2, 0.8], [0.4, 0.0, 1.7], [0.0, -1.7, 0.1], [-0.4, 1.2, 1.8], [-0.7, -0.8, -1.1], [-1.1, 0.5, -0.8], [0.3, 0.6, -0.2], [0.6, -0.1, -0.8], [-0.1, 0.6, -1.1], [0.0, -0.4, -0.1], [0.3, 0.4, 0.0], [-0.9, 0.5, 2.0], [0.7, 1.1, -3.5], [0.6, -0.3, 0.6], [0.3, -0.5, -2.0], [-0.3, 0.4, 0.9], [-0.3, 0.3, 0.3], [0.3, 0.4, -0.3], [0.2, -0.4, -0.9], [1.4, -0.7, 1.3], [-1.3, -0.5, 0.9], [-0.3, 0.0, 0.4], [-0.7, -0.3, 0.5], [1.0, -0.1, -0.2], [-0.2, -2.1, 0.6], [-1.8, 1.8, 0.8], [1.4, -0.2, -0.3], [-0.3, -0.6, -0.5], [-0.3, -0.2, 0.4], [0.3, -0.1, -0.3], [-0.4, 0.5, -1.1], [-0.1, 0.3, 0.1], [-0.1, 0.8, 0.8], [0.4, 0.1, 0.0], [0.1, -0.4, -0.1], [0.2, -0.7, -2.0], [0.8, 1.4, 1.1], [0.8, 1.3, -0.7], [-0.9, 0.1, 0.4], [0.2, -0.1, -0.1], [-1.3, -0.9, 0.7], [0.0, 0.1, 0.4], [0.6, -0.7, 0.6], [-0.3, 0.2, -0.4], [0.9, 0.0, -0.1], [-0.9, 0.1, -0.1], [-0.1, -0.8, 0.2], [-0.6, -1.4, -0.5], [-2.1, 1.0, 0.1], [1.6, 0.7, -0.1], [-0.1, -0.9, 1.3], [0.1, 0.1, -0.4], [0.4, 0.7, 0.8], [0.8, 0.0, -0.2], [-0.2, 0.4, -0.5], [0.0, -1.0, 0.2], [1.7, 0.8, -0.4], [-1.0, -0.5, -0.1], [-0.5, 0.0, -0.3], [0.9, -0.5, 0.4], [0.3, 0.3, -0.4], [0.5, -0.7, 0.5], [-1.7, 2.1, 1.7], [1.3, -1.9, -1.6], [-1.3, -0.3, -0.1], [0.1, 0.2, 0.0], [0.6, 0.4, -0.1], [-0.2, -0.3, 0.3], [0.2, -0.1, 0.2], [0.5, 0.6, -0.5], [-0.9, 0.4, -0.2], [1.6, -0.4, -0.6], [-0.2, 0.4, -1.1], [1.1, 2.1, 0.6], [-0.1, -0.4, 0.5], [-0.3, 0.1, 0.2], [-0.2, 0.7, -0.1], [0.2, -0.2, 0.3], [-1.7, -0.6, 0.5], [-0.2, -0.3, 0.0], [0.2, 0.0, 0.4], [0.3, -0.3, -0.2], [-0.7, -1.0, -0.7]]
}

{
  "formula": "C4H7N2O",
  "method": "ωB97M-V/def2-TZVPD",
  "de_lowest_ev": 2.9180,
  "homo_energy_ev": -16.19,
  "total_charge": 1,
  "smiles": "Cc1noc[n+]1C",
  "symbols": ["C", "C", "N", "O", "C", "N", "C", "H", "H", "H", "H", "H", "H", "H"],
  "positions_angstrom": [[-1.0066, 1.5592, 0.5403], [-0.7250, 0.8520, -0.7153], [-1.2405, 1.2566, -1.8237], [-0.9147, 0.4025, -2.7493], [-0.2010, -0.5580, -2.2151], [0.0177, -0.3040, -0.9504], [0.7769, -1.1749, -0.0756], [-0.4643, 2.3847, 0.6021], [-2.0329, 1.8006, 0.5646], [-0.7322, 0.8663, 1.4717], [0.0955, -1.3567, -2.7751], [0.0726, -1.6614, 0.5981], [1.2689, -1.9283, -0.8343], [1.5548, -0.5502, 0.5981]],
  "forces_ev_per_angstrom": [[-0.2, -5.4, 2.2], [0.0, 0.3, 0.2], [-1.0, 2.1, 1.8], [1.0, -2.7, -1.9], [-0.6, 2.3, 0.7], [-0.9, 0.5, -0.7], [2.3, -0.2, 0.4], [2.5, 3.7, 0.4], [-1.2, 0.2, 0.1], [-0.7, 1.5, -2.0], [0.9, -1.9, -1.4], [0.2, -0.2, -0.1], [-0.6, 1.3, 2.2], [-1.7, -1.5, -1.9]]
}

{
  "formula": "C4H8NOS",
  "method": "ωB97M-V/def2-TZVPD",
  "de_lowest_ev": 1.7771,
  "multiplicity": 3,
  "homo_energy_ev": [-10.17, -13.57],
  "total_charge": 1,
  "s2": 2.038,
  "symbols": ["C", "C", "C", "C", "N", "O", "S", "H", "H", "H", "H", "H", "H", "H", "H"],
  "positions_angstrom": [[-1.0002, -2.1553, 0.4624], [-0.1578, -0.9995, 0.2052], [-0.3546, 1.4671, 0.6374], [-0.2711, 0.3273, -0.3841], [1.0410, 0.7048, -1.1442], [1.0415, -1.4145, 0.7553], [0.3627, -2.9088, 1.3269], [-1.8062, -2.7697, 0.0884], [-1.3443, 1.5319, 1.2393], [0.2067, 1.2644, 1.5971], [-0.2754, 2.3019, 0.0484], [-1.2311, 0.3365, -1.1071], [1.6848, 0.0594, -0.6742], [1.1623, 1.6817, -0.8669], [0.9417, 0.5731, -2.1839]],
  "forces_ev_per_angstrom": [[4.0, 0.9, 0.4], [-0.1, -3.9, 0.9], [-2.7, -2.9, 3.9], [-2.5, 0.8, -1.3], [-2.0, -0.9, -0.4], [0.3, 5.8, -2.3], [-3.4, -4.1, 0.8], [-0.5, 0.8, 0.1], [0.9, -0.2, -1.8], [0.8, 0.7, -1.7], [0.5, 2.8, -0.4], [2.4, 0.2, 1.3], [0.9, 0.1, -0.4], [0.8, -0.2, -0.5], [0.5, 0.1, 1.3]]
}